The following is a quantum chemistry calculation of the molecule C4H16ClNSi3 in a non-equilibrium geometry, from the Open Molecules 2025 dataset.

The geometry in XYZ format:
```
25
Properties=species:S:1:pos:R:3:forces:R:3
C -1.298 -0.505 2.731 0.2 -1.3 3.1
Si -0.983 0.942 1.658 -0.9 -1.0 -2.2
N -0.796 0.575 -0.039 0.7 -0.8 -1.8
Si -2.185 0.882 -1.143 3.9 2.6 1.4
Cl -3.619 -0.314 -0.475 -1.4 -0.5 0.0
Si 0.727 -0.192 -0.703 0.2 1.1 0.7
C 2.097 0.101 0.701 -1.8 -3.3 0.0
C 1.496 0.719 -2.233 0.7 0.1 -0.6
C 0.548 -2.044 -1.241 1.1 0.8 3.4
H -1.906 -1.402 2.513 0.4 0.5 -0.4
H -0.330 -0.871 3.309 -1.8 0.7 -1.5
H -1.874 -0.030 3.573 0.3 -0.3 -0.3
H -2.071 1.941 1.491 0.0 0.1 0.8
H 0.246 1.266 2.230 1.4 1.4 0.6
H -2.214 2.473 -0.992 -1.0 -1.7 -0.3
H -1.620 0.647 -2.478 -0.6 -0.4 -0.3
H 2.031 -0.522 1.659 -0.5 1.2 -1.0
H 2.933 -0.397 0.261 1.1 0.2 -0.6
H 2.225 1.130 0.878 0.4 1.1 0.2
H 2.153 0.002 -2.833 -1.0 0.7 0.8
H 0.763 1.152 -2.928 -0.2 -0.6 0.0
H 2.142 1.621 -2.093 -0.3 -0.8 0.7
H -0.008 -2.256 -2.088 -1.0 0.0 -2.0
H 1.621 -2.422 -1.372 -1.6 0.1 0.5
H -0.076 -2.495 -0.382 1.5 0.1 -1.0
```
Positions in Å, forces in eV/Å.

Output
- multiplicity = 1
- HOMO level (eV) = -9.211
- E_LUMO (eV) = 0.74
- largest force on an atom (hartree/bohr) = 0.09535
- DFT total energy (eV) = -42055.4530

The following is a quantum chemistry calculation of the ion C2H3N4 with charge +1 in a non-equilibrium geometry, from the Open Molecules 2025 dataset.

The geometry in XYZ format:
```
9
Properties=species:S:1:pos:R:3:forces:R:3
C 1.583 -0.255 1.062 0.4 0.2 2.1
C -0.408 0.743 1.508 1.7 -0.5 1.0
N 0.608 0.258 1.916 -1.2 1.1 0.0
N 1.054 -0.692 0.022 -0.3 -0.7 -3.2
N -0.040 -0.065 -0.372 0.6 -0.3 0.3
N -0.434 -0.375 -1.551 -0.6 -1.5 -2.9
H -1.225 1.389 1.716 -0.7 0.3 -0.3
H -1.080 0.154 -2.143 0.0 0.6 1.3
H -0.058 -1.157 -2.157 0.2 0.8 1.7
```
Positions in Å, forces in eV/Å.

Output
- multiplicity = 1
- HOMO level (alpha / beta) (eV) = -15.200 / -14.116
- charge = +1
- E_LUMO (alpha / beta) (eV) = -6.80 / -6.65
- largest force on an atom (hartree/bohr) = 0.06423
- ΔE to the lowest compared entry with this formula, charge and spin (eV) = 3.337
- DFT total energy (eV) = -8068.2505

The following is a quantum chemistry calculation of a structure of composition C6H12Cl12F18P3V in a non-equilibrium geometry, from the Open Molecules 2025 dataset.

The geometry in XYZ format:
```
52
Properties=species:S:1:pos:R:3:forces:R:3
V -1.526 1.966 0.268 0.2 -0.1 0.1
P -4.295 2.073 1.190 0.2 -0.9 0.9
F -5.181 0.798 1.507 0.1 -0.3 -0.5
F -3.590 1.327 -0.141 -0.2 0.0 0.3
F -5.359 2.716 0.249 -0.2 0.4 -0.6
F -3.198 3.307 0.941 -0.2 -0.1 -0.2
F -4.852 2.808 2.448 -0.1 0.7 0.8
F -3.052 1.399 2.087 -0.2 0.3 -0.3
P -0.786 3.824 -1.891 -2.1 0.2 0.3
F 0.564 4.565 -1.925 1.7 0.6 0.5
F -0.052 2.398 -1.524 0.2 0.2 0.0
F -0.924 4.056 -0.227 0.3 -0.5 0.1
F -2.231 2.969 -1.735 0.5 0.4 -0.1
F -1.584 5.173 -2.151 -0.4 0.1 0.5
F -0.750 3.529 -3.393 0.1 -0.9 -1.9
P -0.237 -0.677 0.101 -0.7 0.0 1.1
F -1.069 0.112 -1.070 0.7 0.1 -0.2
F 0.377 0.793 0.606 -0.1 0.4 0.0
F -1.508 -0.286 1.065 -0.2 -0.1 -0.1
F 0.434 -1.429 1.322 0.4 0.0 1.0
F -0.886 -2.019 -0.358 -0.8 -0.9 -0.5
F 1.056 -0.902 -0.735 0.7 0.4 -1.2
C 3.952 3.572 0.223 -0.2 0.2 0.0
Cl 5.407 3.383 -0.739 0.3 0.0 -0.2
Cl 2.871 2.189 0.084 0.0 0.1 0.0
H 4.243 3.702 1.254 0.0 -0.2 0.2
H 3.421 4.450 -0.116 -0.1 0.0 -0.2
C 1.297 -3.854 -1.905 -0.4 -0.2 0.1
Cl 0.467 -2.822 -3.043 -0.2 0.2 -0.6
Cl 3.015 -3.517 -1.847 0.4 0.0 0.2
H 0.845 -3.689 -0.939 0.1 0.1 0.3
H 1.145 -4.878 -2.208 0.1 -0.2 -0.1
C 3.580 -1.104 1.455 0.1 0.2 0.4
Cl 3.670 0.042 2.817 0.1 -0.2 -0.1
Cl 5.039 -2.080 1.279 0.1 0.0 0.0
H 2.745 -1.749 1.649 -0.2 -0.3 0.0
H 3.434 -0.534 0.556 0.0 0.2 -0.3
C 1.904 0.614 -3.411 -0.1 0.1 -0.2
Cl 3.077 1.740 -4.123 0.0 -0.1 0.0
Cl 0.449 0.448 -4.397 -0.1 0.1 -0.1
H 2.342 -0.365 -3.323 0.2 -0.2 0.0
H 1.620 1.006 -2.454 -0.1 0.1 0.3
C 0.587 -4.303 3.419 0.1 -0.2 -0.2
Cl 1.123 -4.169 5.082 0.1 0.1 0.3
Cl 1.917 -4.769 2.342 0.0 0.0 -0.1
H -0.180 -5.058 3.380 -0.1 -0.2 -0.1
H 0.200 -3.362 3.072 0.0 0.4 0.0
C -3.828 -2.679 0.921 0.0 0.1 0.3
Cl -3.101 -2.506 2.528 -0.1 -0.1 0.0
Cl -5.582 -2.874 1.001 -0.1 0.0 0.0
H -3.607 -1.791 0.357 0.0 0.3 -0.1
H -3.402 -3.547 0.453 0.1 -0.3 -0.1
```
Positions in Å, forces in eV/Å.

Output
- multiplicity = 4
- HOMO level (alpha / beta) (eV) = -7.473 / -8.557
- charge = -1
- E_LUMO (alpha / beta) (eV) = 2.15 / 2.12
- largest force on an atom (hartree/bohr) = 0.04115
- ΔE to the lowest compared entry with this formula, charge and spin (eV) = 0.000
- DFT total energy (eV) = -259177.7087